A structure of composition C12H24BrClKLiNNaO19PS2V, computed with ωB97M-V/def2-TZVPD.

Last column: Löwdin charge in e.
Element x y z (Å)
O1 3.140 -0.210 -1.489  -0.71
S1 2.558 0.566 -2.609  0.71
O2 3.542 1.056 -3.509  -0.37
C1 1.483 1.880 -1.948  -0.34
C2 0.052 1.433 -2.220  -0.40
C3 -0.959 2.558 -2.500  -0.16
C4 -2.263 1.859 -3.045  -0.13
C5 -2.914 1.117 -1.847  -0.18
O3 -2.147 -0.022 -1.416  -0.28
S2 -0.635 0.408 -0.910  0.71
O4 -0.636 1.029 0.365  -0.21
O5 0.231 -0.788 -0.820  -0.31
H1 1.800 -0.333 -3.318  0.10
H2 1.713 1.890 -0.876  0.11
H3 1.761 3.026 -2.441  -0.22
H4 0.068 0.802 -3.118  0.12
H5 -1.273 3.089 -1.597  0.12
H6 -0.626 3.250 -3.274  0.10
H7 -1.962 1.077 -3.752  0.12
H8 -2.948 2.564 -3.512  0.12
H9 -3.888 0.749 -2.173  0.13
H10 -3.070 1.860 -1.057  0.13
O6 -3.317 -2.362 -3.357  -0.54
H11 -3.222 -1.719 -2.661  -0.25
K1 4.516 -1.445 -0.972  1.01
Na1 -1.457 -1.917 -0.635  0.64
O7 7.809 1.251 0.522  -0.40
Cl1 8.728 0.173 0.854  0.61
O8 9.271 0.390 2.175  -0.40
O9 9.786 0.111 -0.119  -0.39
O10 8.000 -1.083 0.840  -0.40
O11 10.547 2.485 0.839  -0.65
V1 9.887 4.054 0.836  0.71
O12 9.371 5.702 0.843  -0.76
Br1 2.407 4.033 -3.683  -0.06
Li1 11.608 4.140 3.146  0.72
O13 2.395 -3.712 4.243  -0.41
P1 2.272 -2.920 2.945  -0.02
O14 3.489 -2.094 2.624  -0.40
O15 1.006 -1.850 3.247  -0.12
O16 1.790 -3.774 1.789  -0.41
C6 1.090 -2.425 8.141  -0.10
C7 -0.158 -1.618 7.794  -0.25
C8 -0.755 -2.008 6.434  -0.12
C9 0.209 -1.777 5.373  0.05
N1 1.009 -1.600 4.588  0.15
H12 1.894 -2.252 7.423  0.08
H13 1.464 -2.138 9.124  0.07
H14 0.873 -3.494 8.158  0.08
H15 0.090 -0.555 7.795  0.11
H16 -0.914 -1.770 8.568  0.11
H17 -1.650 -1.419 6.227  0.13
H18 -1.032 -3.064 6.426  0.14
C10 -8.389 1.679 -3.691  -0.06
O17 -7.261 0.814 -3.757  -0.01
C11 -7.500 -0.355 -4.373  -0.63
O18 -8.559 -0.688 -4.845  0.10
O19 -6.384 -1.057 -4.367  0.02
C12 -6.481 -2.340 -4.994  -0.04
H19 -8.072 2.583 -3.175  0.09
H20 -8.729 1.947 -4.690  0.09
H21 -9.197 1.217 -3.125  0.09
H22 -6.745 -2.229 -6.046  0.09
H23 -7.212 -2.962 -4.479  0.09
H24 -5.503 -2.812 -4.919  0.08

## Properties
E_HOMO in eV: -2.442
Multiplicity: 1
Charge: -2

=====

A structure of composition C4H18O4S2, computed with ωB97M-V/def2-TZVPD.

Last column: Löwdin charge in e.
Element x y z (Å)
C1 2.035 0.338 -1.287  -0.17
C2 1.710 -0.432 -0.078  -0.71
S1 2.526 -0.202 1.450  0.57
S2 1.282 1.191 2.392  0.54
C3 -0.227 0.347 2.523  -0.64
C4 -0.782 0.626 1.228  -0.30
H1 1.507 -0.161 -2.120  0.08
H2 3.079 0.423 -1.633  0.08
H3 1.869 1.391 -1.239  0.07
H4 1.731 -1.472 -0.314  0.05
H5 0.621 -0.273 -0.081  0.03
H6 0.058 -0.771 2.449  0.10
H7 -0.838 0.546 3.405  0.09
H8 -1.964 0.766 1.365  0.12
H9 -0.598 0.061 0.394  0.00
H10 -0.525 1.751 0.900  0.11
H11 -2.880 1.781 -2.831  0.06
H12 -1.707 1.099 -3.499  0.07
O1 -1.905 1.591 -2.616  -0.14
H13 -2.739 0.056 -0.213  -0.03
H14 -3.867 0.894 -0.966  0.08
O2 -3.670 0.068 -0.401  -0.08
H15 -2.749 -1.353 -2.275  0.05
H16 -1.548 -1.222 -3.229  -0.04
O3 -2.448 -1.139 -3.188  -0.04
H17 0.592 -2.956 -1.829  0.02
H18 -0.563 -3.796 -1.428  0.14
O4 -0.330 -2.753 -1.627  -0.11

## Properties
E_HOMO in eV: -8.385
Energy above the lowest of the compared OMol25 structures with the same formula, charge and spin in kcal/mol: 55.9
Multiplicity: 1
Charge: 0

=====

Number 1: M 816.75 g mol⁻¹. Number 2: M 194.32 g mol⁻¹.